Density functional theory data (ωB97M-V/def2-TZVPD) for a molecular structure, C33H46NP3Sn.

```
84
Properties=species:S:1:pos:R:3:forces:R:3:mulliken_charge:R:1
P -0.427117 -1.816567 -5.151214 2.1769 0.7639 -0.6015 0.9762
P -0.120755 2.183901 -5.416798 0.9420 -1.1180 -0.7243 1.2543
C -0.979045 -0.417356 -6.176913 -0.3794 -0.1232 -0.4091 -1.0493
C 0.068424 0.695226 -6.418878 -0.0884 0.2564 -1.2602 -1.1879
H -1.939659 -0.048090 -5.770583 0.4548 -0.0721 -0.1843 0.4907
H -1.211013 -0.866573 -7.155549 -0.1109 0.0864 0.2428 0.6730
H 1.111830 0.348479 -6.270376 -0.4949 0.1431 0.4853 0.3930
H 0.000631 1.022190 -7.471023 -0.2037 -0.0811 0.0864 0.5565
C -1.736459 2.895889 -5.741108 -0.3588 0.3495 -0.6092 -1.4500
H -2.037110 3.553042 -4.913867 0.0999 -0.2152 -0.1412 0.4345
H -2.487566 2.109606 -5.886070 0.1227 0.2500 0.0893 0.3475
H -1.653854 3.492426 -6.660117 -0.3261 -0.1207 0.2227 0.4395
C 1.118965 3.333580 -6.022062 -0.0734 0.3819 -0.4450 -1.5486
H 0.665006 3.922601 -6.829607 0.1613 -0.0679 0.0164 0.4815
H 1.983921 2.781640 -6.415577 -0.2774 0.1596 0.3195 0.3892
H 1.454738 4.003141 -5.219955 -0.1023 -0.3402 -0.1798 0.4274
C -1.855973 -2.722866 -4.565203 -0.3848 -0.2602 -0.0628 -1.4929
H -1.629070 -3.284129 -3.648127 0.0014 0.2115 -0.2334 0.3780
H -2.128428 -3.432168 -5.359256 -0.0940 0.1012 0.2800 0.4568
H -2.698196 -2.037296 -4.394776 0.2926 -0.2186 0.0745 0.4073
C 0.479266 -2.890006 -6.300166 -0.4344 -0.2839 -0.3613 -1.5089
H 1.284721 -2.342820 -6.812970 -0.3097 -0.0456 0.3650 0.3624
H -0.233098 -3.258696 -7.051369 0.2508 -0.0407 0.0557 0.4894
H 0.911143 -3.748914 -5.765477 -0.1242 0.3129 -0.0621 0.4254
Sn -1.828864 -0.012398 -0.000720 0.8060 0.1322 0.8307 0.5267
C 1.525039 2.157222 -3.254849 -0.3007 1.3247 -0.6377 -1.3211
C 0.166073 1.900062 -3.691176 -0.7835 -0.0705 2.6685 0.5696
C -0.597548 0.636339 -3.102590 0.2387 0.9721 -0.0755 -0.5385
C 0.165118 -0.660763 -2.780092 -0.1750 -0.2965 0.0680 -0.6941
C 0.906353 -1.346732 -3.969693 -0.2576 0.0961 1.6415 0.8299
C 2.036812 -0.596832 -4.480908 -0.9810 0.4126 -2.1770 -1.0428
C 2.971937 0.090140 -3.576809 0.6645 0.4967 0.7560 -1.2325
C 2.427117 1.227446 -2.621122 1.4391 -0.8712 -0.2314 -0.1281
C -0.643511 -1.833488 0.474578 -0.3739 0.3349 -0.2888 -1.4523
H 1.823569 3.205618 -3.285078 -0.1758 -0.1610 0.2478 0.1954
H -0.444933 2.763333 -3.322454 -0.3452 -0.1141 -0.0575 0.5483
H -1.461306 0.379442 -3.739791 0.0345 0.1076 0.0433 0.1696
H -1.077877 1.030329 -2.178796 0.4169 -0.2893 -0.4393 -0.2059
H 0.840449 -0.528409 -1.933433 0.0856 0.0706 -0.3362 0.2929
H -0.584833 -1.361357 -2.382415 -0.0555 -0.0264 -0.1692 0.3806
H 1.239563 -2.350884 -3.626305 -0.6679 -0.7644 0.4443 0.4810
H 2.492376 -1.012336 -5.392494 0.0642 -0.1659 0.3934 0.1662
H 3.711696 0.584392 -4.233007 -0.0777 -0.1705 0.3202 0.2895
H 3.522571 -0.646727 -2.955783 0.2809 0.0917 0.2735 0.1356
H 2.052300 0.777224 -1.686810 0.1670 -0.0472 0.0699 -0.6371
H 3.292575 1.845919 -2.312355 -0.1460 -0.4874 0.0121 0.5572
H 0.335694 -1.549165 0.870586 -0.1517 -0.0700 -0.0714 0.2049
H -0.535961 -2.433686 -0.433096 0.0334 -0.2096 0.2638 0.4729
H -1.227328 -2.367198 1.231365 0.1494 -0.1979 -0.0595 0.4146
N -0.544537 1.197586 1.074604 -0.2296 -0.0500 1.8671 -0.6178
P -0.306541 1.124724 2.652891 -0.1313 0.1535 -2.0075 1.2714
C -1.451918 0.090981 3.576841 -0.5475 -0.4521 0.0460 0.0825
C -1.126743 -1.229792 3.911518 -0.3451 0.0470 0.1485 -0.3450
C -2.099522 -2.064548 4.468688 -0.1797 0.2966 -0.0796 -0.6727
C -3.401581 -1.586939 4.670945 0.3621 -0.0336 -0.1090 -0.4237
C -3.726181 -0.273131 4.320470 -0.0337 0.0637 -0.0286 -0.7265
C -2.760209 0.568463 3.773935 0.1954 -0.4175 0.0851 -0.3619
C 1.320726 0.529690 3.178871 0.7011 -0.0486 -0.0844 0.3391
C 2.319544 0.379915 2.202454 -0.1414 -0.1167 0.4427 -0.6537
C 3.591687 -0.062959 2.575589 -0.0054 0.0323 0.1264 -0.5553
C 3.883651 -0.327372 3.917807 -0.2701 0.0746 -0.1556 -0.4849
C 2.897141 -0.149285 4.894239 -0.1715 0.0599 -0.2367 -0.7722
C 1.616813 0.280066 4.527804 0.5154 -0.1225 -0.1292 0.0395
C -0.413071 2.710925 3.524631 0.0165 0.6228 0.0721 0.4288
C -0.647260 2.798466 4.906566 0.0921 0.4754 -0.1082 -0.1954
C -0.632238 4.046958 5.539559 0.0149 -0.0913 -0.2284 -0.7703
C -0.391282 5.208923 4.799378 0.0285 -0.2511 -0.1699 -0.4248
C -0.157462 5.119467 3.422479 -0.0180 -0.0504 0.0977 -0.5865
C -0.165680 3.876583 2.783298 -0.1214 -0.0342 0.3834 -0.5068
H -0.116015 -1.605750 3.738618 -0.3490 0.1079 0.0404 0.3989
H -1.834099 -3.087346 4.728893 -0.1313 0.1828 -0.0242 0.4111
H -4.160993 -2.246244 5.091964 0.1860 0.1923 -0.0894 0.3832
H -4.740192 0.105675 4.463823 0.2795 -0.1781 0.0047 0.3947
H -3.008430 1.594393 3.493484 0.0410 -0.2888 0.0846 0.4415
H 2.076556 0.613901 1.164724 0.0657 -0.1175 0.2131 0.5666
H 4.359561 -0.199982 1.812807 -0.2047 0.0624 0.2101 0.4322
H 4.879041 -0.672127 4.204521 -0.2973 0.1058 -0.0944 0.3660
H 3.122499 -0.352263 5.941323 -0.0576 0.0611 -0.2531 0.3865
H 0.859516 0.409220 5.301641 0.1733 -0.0425 -0.2323 0.2342
H -0.845619 1.905490 5.499987 0.0181 0.2058 -0.1949 0.2194
H -0.810405 4.111768 6.613818 0.0295 -0.0217 -0.2883 0.3746
H -0.384675 6.181469 5.297176 0.0029 -0.3139 -0.1759 0.3683
H 0.034920 6.025707 2.844141 -0.0640 -0.2805 0.1707 0.3909
H 0.008008 3.785231 1.710295 -0.0525 0.0409 0.2444 0.4401
```
Positions in Å, forces in eV/Å.

The LUMO energy is 0.22 eV. As for the spin multiplicity: 1. The value obtained for the HOMO-LUMO gap is 4.10 eV. The value obtained for the HOMO energy is -3.88 eV. The calculation puts the total energy at -70147.390 eV. The charge is 0.

=====

Density functional theory data (ωB97M-V/def2-TZVPD) for 2 unconnected molecules or ions with the total composition C33H47F2IN2O6PS.

```
93
Properties=species:S:1:pos:R:3:forces:R:3:mulliken_charge:R:1
C -6.587757 3.256823 -1.028142 0.0510 0.0083 -0.0369 -1.4910
C -6.139464 2.137842 -0.105428 -0.0158 -0.0117 0.0154 -0.1187
N -4.720785 2.301031 0.250492 -0.0927 0.1434 0.1432 -0.0018
C -4.367529 1.732731 1.508127 0.0444 0.0509 -0.1735 -0.6414
N -4.522080 0.237520 1.412940 0.1817 -0.0583 0.1744 -0.2417
C -3.724685 -0.403184 0.283581 -0.0263 0.0025 0.0299 0.3001
C -4.047994 -1.897197 0.341313 -0.1255 -0.0243 0.0062 -1.6022
C -3.807083 -2.649232 -0.968645 0.0323 -0.1002 0.0744 -0.0505
C -4.748540 -2.238406 -2.096243 0.0491 -0.0860 -0.1123 -0.8717
I -4.037336 -4.744412 -0.530177 0.0493 -0.0174 -0.0421 0.1300
C -2.233872 0.070065 0.430029 -0.0053 0.0188 -0.2029 2.2222
C -1.233272 -1.062596 0.636088 0.0299 -0.0094 0.0487 -1.1492
C 0.163971 -0.575016 1.022109 -0.2500 -0.3814 -0.2017 -1.1869
C 1.188765 -1.715053 0.887008 -0.0277 -0.1002 -0.0472 -0.7764
P 1.922486 -1.647884 -0.753704 -0.0604 -0.0981 -0.0274 0.6773
O 0.887165 -1.384011 -1.776935 0.1032 -0.0335 0.0754 -0.7144
O 2.760693 -2.980504 -0.921282 -0.0577 0.0500 -0.0754 -0.4237
C 2.081142 -4.188779 -1.332599 -0.0972 -0.0704 0.0809 -0.0801
C 2.257586 -4.428500 -2.819593 0.0232 0.1484 -0.0392 -1.2019
O 3.086905 -0.584205 -0.655091 -0.1045 0.1103 0.0347 -0.2245
C 3.048840 0.632888 -1.439606 0.0056 0.0230 -0.0457 0.3063
C 3.467776 0.396242 -2.886843 -0.0587 0.0380 -0.0261 -1.3467
C -1.865413 0.935392 -0.780463 0.0049 0.0997 0.0540 -1.7134
S -1.971328 0.006687 -2.331706 0.1228 0.1043 -0.0498 0.0031
C -3.157209 1.051905 -3.221769 -0.0826 -0.0402 -0.0282 0.1148
C -3.295976 0.524359 -4.651750 -0.0988 0.1546 -0.0243 -1.3041
O -2.107241 0.847441 1.659032 -0.1557 -0.1412 0.2529 -0.7372
C -2.885350 1.930764 1.897301 0.4178 -0.1049 -0.1492 0.8734
F -2.373777 3.026849 1.295515 -0.2165 0.2258 -0.0451 -0.3655
F -2.823135 2.148205 3.226436 -0.0869 0.0139 -0.0202 -0.3630
H -6.694100 4.197791 -0.486350 0.0367 -0.0236 -0.0002 0.4103
H -5.855755 3.397799 -1.826298 -0.0650 -0.0244 -0.0126 0.3236
H -7.547922 3.020231 -1.483766 0.0154 0.0131 0.0303 0.4139
H -6.263523 1.176473 -0.619779 0.0113 0.0104 0.0492 0.1386
H -6.768613 2.116411 0.798020 -0.0119 0.0119 -0.0533 0.3240
H -4.463698 3.282381 0.243533 0.0953 -0.0571 -0.0435 0.3637
H -4.979784 2.071053 2.355163 -0.0699 -0.1750 -0.0160 0.3470
H -5.507331 -0.012431 1.312109 0.0182 0.0345 -0.0417 0.5964
H -4.198267 -0.165473 2.298440 -0.0721 -0.0292 -0.0215 0.5056
H -4.133331 0.022450 -0.629976 0.0181 0.0639 0.0386 -1.0042
H -3.515882 -2.373889 1.164481 0.0291 0.0057 -0.0232 0.5907
H -5.118088 -2.007468 0.567757 0.0299 0.0134 -0.0086 0.5291
H -2.771258 -2.576441 -1.283690 -0.0477 0.1160 0.0369 0.2948
H -4.257679 -2.360185 -3.061172 -0.0147 -0.0162 0.0189 0.2835
H -5.651990 -2.847299 -2.112999 -0.0464 0.1104 0.1034 0.4904
H -5.040066 -1.187001 -2.012905 0.0297 -0.0261 -0.0344 0.0409
H -1.158562 -1.624993 -0.298310 -0.0222 0.0057 0.0569 -0.1527
H -1.581026 -1.737088 1.423046 -0.0419 -0.0189 -0.0617 0.9569
H 0.445815 0.242274 0.354404 0.0569 -0.0627 0.2156 -0.4568
H 0.167436 -0.192537 2.042545 -0.3001 -0.0636 -0.1889 1.1957
H 0.714316 -2.698114 0.983789 -0.0501 0.0711 0.0669 0.6532
H 1.965805 -1.667168 1.651838 0.0671 -0.0646 -0.1238 0.4881
H 1.019244 -4.111841 -1.077287 0.0452 -0.0607 0.0109 0.1923
H 2.514799 -4.985040 -0.729328 0.0587 0.0313 -0.0584 0.4394
H 3.207920 -4.002672 -3.143449 0.0375 -0.1353 0.0329 0.2741
H 2.260065 -5.495487 -3.042748 -0.0593 0.0283 -0.0079 0.4041
H 1.468071 -3.941147 -3.391316 0.0265 -0.0028 0.0110 0.2444
H 3.726427 1.309514 -0.923892 0.0419 -0.0526 0.0292 0.3288
H 2.045210 1.059717 -1.381319 0.0165 -0.0384 -0.0119 -0.0564
H 2.622655 0.489211 -3.567653 -0.0066 -0.0456 0.0355 0.2904
H 4.235633 1.108372 -3.189262 -0.0073 -0.0408 -0.0142 0.4175
H 3.868655 -0.611594 -2.998362 0.0762 0.0670 0.0328 0.2685
H -2.573476 1.757211 -0.855868 0.0334 0.0469 -0.0113 0.9342
H -0.869455 1.358182 -0.650054 -0.0403 -0.0684 -0.0103 0.4765
H -4.121740 1.052993 -2.703165 0.0293 -0.0490 -0.0121 -0.1733
H -2.779735 2.075060 -3.218631 -0.0450 -0.0085 -0.0119 0.5273
H -3.090903 -0.545949 -4.712106 -0.0529 0.0199 0.0090 0.3196
H -4.306048 0.696068 -5.025309 0.0282 -0.0224 0.0038 0.3667
H -2.610952 1.037714 -5.324535 0.0830 -0.0989 0.0404 0.3559
C 2.399038 3.178674 1.364461 0.0675 -0.0320 0.0123 -0.8353
C 1.706927 2.041184 1.767791 -0.0281 0.0896 0.0290 -0.2188
C 2.391024 0.947099 2.265278 0.1330 0.1297 0.1369 -0.9270
C 3.775657 0.976494 2.356825 0.0193 0.0023 0.0306 0.0841
C 4.473186 2.110423 1.944765 0.0287 0.0172 -0.0415 0.3615
C 3.780985 3.213180 1.453524 -0.0332 -0.0101 -0.0062 -0.7809
C 5.966159 2.161274 2.006638 -0.0261 -0.0228 -0.0009 0.5630
O 6.568015 3.151751 1.656332 0.0080 -0.0037 -0.0094 -0.6564
C 6.674838 0.948434 2.504387 -0.0132 0.0235 0.0010 0.1545
C 8.064110 0.952362 2.536208 0.0223 -0.0257 0.0173 -0.6023
C 8.747129 -0.158719 3.001431 -0.0070 0.0071 -0.0042 -0.5093
C 8.047109 -1.276900 3.440762 -0.0132 -0.0055 0.0029 -0.5698
C 6.662896 -1.288049 3.409969 0.0378 -0.0065 0.0020 -0.5443
C 5.971379 -0.178174 2.939055 -0.0468 -0.0209 0.0005 0.0992
C 4.483973 -0.221192 2.900569 0.1063 0.1617 -0.0851 0.5852
O 3.860662 -1.186251 3.288192 -0.0885 -0.1153 -0.0197 -0.7071
H 1.861548 4.035376 0.978863 -0.0055 0.0041 0.0123 0.4452
H 0.626072 2.004097 1.690393 0.0515 0.1218 0.0535 0.4685
H 1.871479 0.053489 2.583587 0.3115 0.2975 0.1725 1.3332
H 4.343143 4.084005 1.144697 0.0214 -0.0078 0.0028 0.4904
H 8.591448 1.832305 2.194279 -0.0184 0.0103 -0.0002 0.4915
H 9.828815 -0.155162 3.023443 -0.0008 -0.0015 0.0053 0.4103
H 8.584527 -2.141513 3.807098 0.0027 0.0016 -0.0028 0.4042
H 6.101509 -2.149033 3.745862 -0.0130 0.0057 -0.0072 0.4966
```
Positions in Å, forces in eV/Å.

The LUMO energy is -2.81 eV. As for the spin multiplicity: 1. The value obtained for the HOMO-LUMO gap is 8.48 eV. The value obtained for the HOMO energy is -11.30 eV. The calculation puts the total energy at -83906.046 eV. The charge is +1.